(1)
Here is C13H7Cl8IN2O2SiTi as an isolated structure in a non-equilibrium geometry from the OMol25 dataset. Energies are from wB97M-V/def2-TZVPD.

The calculation puts the energy at -159944.1886 eV. For the frontier orbital gap, the calculation gives 7.8 eV. For the highest occupied orbital energy, the calculation gives -9.193 eV. The energy above the lowest of the compared OMol25 structures with the same formula, charge and spin comes out at 272.54 kJ/mol.

Geometry as ORCA input:
```
! RIJCOSX wB97M-V def2-TZVPD def2/J DEFGRID3
* xyz 0 1
C -1.3342 -0.3712 -3.0075
C 4.7548 -0.0689 2.7148
O 0.3596 -0.4151 0.4611
C 3.0471 -0.0576 1.0211
H -2.3201 -2.9997 -0.1807
C -1.0916 2.4035 -2.9486
C -1.0671 1.6382 -1.7970
H 5.1409 -0.1669 0.6054
H -0.5411 -2.9380 -0.3874
C -1.2010 0.2578 -1.7741
Ti -1.5598 -0.4339 0.1609
Cl -1.2411 2.6447 -5.6265
Cl -4.8443 -1.9963 -0.6792
Cl -1.5475 -2.0910 -3.0960
C 2.1042 0.0229 2.0258
H 4.0686 0.0180 4.7490
N -0.1636 0.5245 2.4069
H 1.6690 0.0897 4.1230
I -1.1500 -2.9327 2.2099
C 2.4412 0.0471 3.3676
Cl -5.6130 0.0635 1.7741
C 3.7828 0.0045 3.7051
C -1.3981 -2.5043 0.1136
H 2.7348 -0.0867 -0.0123
C 4.3861 -0.1033 1.3781
Cl -0.9746 4.1156 -2.8808
Cl -0.9787 2.4301 -0.2421
C -1.2161 1.7416 -4.1680
Si -4.1538 -0.3296 0.3868
H 5.8018 -0.1063 2.9875
N 0.7141 0.0662 1.6354
C -1.3319 0.3519 -4.2016
Cl -4.4476 1.2355 -1.0072
O -1.3391 0.3964 1.8966
Cl -1.4906 -0.4504 -5.7138
*
```

(2)
Here is C13H7LiN2O6 as an isolated structure from the OMol25 dataset. Energies are from wB97M-V/def2-TZVPD.

The calculation puts the energy at -29070.3369 eV. For the frontier orbital gap, the calculation gives 7.7 eV. For the highest occupied orbital energy, the calculation gives -2.588 eV. The energy above the lowest of the compared OMol25 structures with the same formula, charge and spin comes out at 0.00 kJ/mol.

Geometry as ORCA input:
```
! RIJCOSX wB97M-V def2-TZVPD def2/J DEFGRID3
* xyz -2 1
H 4.0197 0.5497 -3.0950
C 4.0208 1.7960 -1.3162
H 4.8759 2.4002 -1.6014
C -1.9450 1.8448 0.0150
C -0.9004 -2.7792 1.4282
O -2.8542 2.6904 -0.1487
O 0.7786 -1.5344 -2.2527
H -4.3090 1.3221 1.1641
C -3.1762 -1.7714 1.9615
O 0.1846 -2.5576 0.8404
C 1.8585 -1.0493 -2.6579
N -1.5797 -0.5308 0.6932
H 3.6585 2.8403 0.5421
O -0.7283 1.9310 -0.2240
H -5.0401 -0.7773 2.3638
C 2.2646 1.2478 0.1966
O 2.5078 -1.3055 -3.6882
C 2.4595 0.0404 -1.7443
Li 0.1973 -0.9854 -0.3933
C -3.6763 0.4496 1.2433
O -1.2536 -3.7923 2.0594
H -3.3930 -2.6993 2.4716
C -2.4138 0.5128 0.6597
C 3.3546 2.0411 -0.1219
C -1.9400 -1.6411 1.3428
N 1.8428 0.2606 -0.5862
H 1.6824 1.4191 1.0936
C 3.5657 0.7859 -2.1430
C -4.0617 -0.7082 1.8974
*
```

(3)
Here is a 32-piece molecular cluster, C13H88FNO36S overall in a non-equilibrium geometry from the OMol25 dataset. Energies are from wB97M-V/def2-TZVPD.

The calculation puts the energy at -103659.1141 eV. For the frontier orbital gap, the calculation gives 9.4 eV. For the highest occupied orbital energy, the calculation gives -9.509 eV.

Geometry as ORCA input:
```
! RIJCOSX wB97M-V def2-TZVPD def2/J DEFGRID3
* xyz 0 1
H -0.3804 3.2148 0.9884
H -0.2731 6.1762 8.5909
C -1.1319 0.9539 -0.9976
H 3.0556 -0.8062 -2.0865
C 0.4587 0.7440 -1.0077
O 2.4345 5.0753 9.5421
O -6.0128 6.5060 9.1393
H -2.5963 -1.4514 -0.6236
C 3.6451 -1.4677 -2.7981
H 3.6204 -6.4638 -3.3042
H 2.4495 0.2795 2.0732
H -0.8975 6.3286 9.9709
H 3.6651 -2.5025 -2.3469
H 0.8080 0.6646 0.0765
H 2.5332 3.1305 6.6930
O -8.8000 -0.7312 -1.2031
H 2.5167 1.3597 4.4340
H 0.8168 3.1192 9.2426
H 2.9246 -1.9021 4.1617
H -3.8579 5.9288 9.2869
H 1.6985 1.5821 11.6918
H 2.1415 5.9944 9.5907
H -7.7193 2.5621 -5.3580
H 5.4617 -0.9434 -4.0268
H -6.4433 -1.3893 -3.6973
O -4.6034 0.8631 -5.5057
H 7.5483 3.7417 10.3253
O 0.4076 3.7360 1.1945
H -9.4462 -0.7565 -0.4885
H -6.0423 -2.9727 -1.8813
H 3.8525 3.7757 6.2758
H 3.7561 0.9165 1.6537
H 1.4968 1.8052 8.8933
H 5.3642 3.3362 8.3417
O 3.2577 -1.3408 4.8711
O 3.7207 -5.5274 -3.0838
H 6.2216 -7.9753 -3.6072
H -3.7091 0.6770 -1.3631
H 1.8728 -2.9358 -1.3999
F 0.1647 -0.1560 -5.5373
H 2.4711 -3.5280 -3.7967
O -1.7575 1.1077 -2.2447
H -6.5470 1.7723 -5.9198
H -3.1931 -2.9713 -1.4858
H 3.8291 2.0002 4.0160
H 2.6689 -6.3021 -1.6411
C 5.1049 -0.8253 -2.9484
O 3.1479 1.3923 3.7038
O 3.1676 3.1642 5.9627
H 5.0125 0.2952 -2.7343
O -0.0529 6.3856 9.5100
C -3.0747 -1.0378 -2.7530
H -3.0950 -3.8022 -5.8181
O 6.0926 -1.4693 -2.1114
H -4.5124 0.1500 -6.1497
O -3.3758 -4.6263 -5.3988
H 5.2213 -8.7792 -4.4218
O 0.3065 7.2268 7.0363
H -6.2331 6.2973 8.2239
H -7.0830 -1.2387 -2.3228
H 1.7705 -7.5345 -1.6319
H 0.8447 -3.6421 -8.6176
H 1.5244 -3.5792 -9.9766
O 2.2040 -6.9065 -1.0430
O 1.0536 -4.1826 -9.3909
H -3.6398 1.0607 -3.1302
H -1.6969 -5.9801 -9.5893
H 2.3660 -3.1172 -5.5663
O -1.2682 3.9935 -2.2300
H 3.6462 -1.3071 -5.0938
O 0.5505 -2.1431 -7.0538
O -6.3298 -3.7824 -1.4324
O 2.1682 -3.4708 -0.6540
C -0.1440 -3.7932 -3.9746
H -4.1130 -1.3788 -3.0866
H 0.9059 1.4333 -5.0583
H 4.9521 -0.6747 -0.4762
H 6.5209 -1.5994 -0.0268
H 4.6569 -5.4393 -2.8677
C 2.0548 -2.7406 -4.5316
H 5.0475 -2.5111 -0.6271
C -1.0088 -2.3257 -1.8933
H -9.3452 1.7505 -1.9422
H 1.8085 2.6602 -5.0412
H 0.7633 -0.2298 -1.5035
H -1.5489 -1.4253 1.7241
H -6.6526 -4.3434 -2.1459
H 3.0128 2.2272 11.2823
O -3.0103 5.9860 8.8245
O 2.3376 1.6132 10.9706
H -0.4933 -2.2580 -0.8700
H 0.0172 8.1452 7.0841
H -3.6881 -5.1668 -6.1337
O 3.0758 0.3128 1.3451
N 0.5832 -2.5585 -4.4005
O 1.0897 2.5813 8.4891
H 2.3936 -4.3214 -1.0501
O 7.3714 3.2288 9.5285
H -8.7286 3.1147 -1.6719
O 4.9565 4.1137 7.9406
H -2.8788 -2.0511 2.1157
C -0.6739 -3.7668 -2.4739
O 1.3432 2.0517 -4.4561
H -0.6164 -1.4528 -2.4947
H -2.3922 -1.1169 -3.6534
H -0.3273 4.0798 -2.0408
O 0.5555 6.6862 2.5022
C 5.6409 -1.5360 -0.7337
H 8.2463 2.9690 9.2185
O -1.8441 -5.0435 -9.4198
O -9.0197 2.3108 -1.2266
H 1.0120 1.5969 -1.5040
H -8.1180 -0.1279 -0.8783
H 1.0596 3.4380 0.5503
H -0.9545 -4.6891 -9.2782
H -3.8990 1.4798 -5.7402
H 4.6870 4.6532 8.6958
H -1.0024 -4.1049 -4.6453
O -1.5858 -1.9542 -5.8618
H 0.4220 5.8304 2.0720
O -7.4657 2.0101 -6.1053
H -3.2292 5.7772 7.9100
O 5.3289 -7.9343 -3.9698
H 3.5301 -0.5291 4.4198
O -2.2313 -2.0268 1.4016
H 0.2013 6.9960 6.1042
H -1.6300 -4.3911 -2.3857
H 2.3290 4.8454 8.6111
H 0.6151 -4.6498 -4.0390
O -6.2296 -1.1885 -2.7778
H 2.2745 -0.4565 -4.2509
H 0.0789 -4.2875 -1.7961
H 1.4611 6.6437 2.8279
C 2.9022 -1.3974 -4.2273
H -1.3853 3.0517 -2.4215
S -0.1129 -1.8064 -5.7530
C -3.0808 0.5084 -2.2980
H -6.8568 6.4481 9.6015
O -1.6775 1.0078 0.1090
C -2.5618 -2.0429 -1.6141
*
```

(4)
Here is C13H8IrN3O13Se as an isolated structure in a non-equilibrium geometry from the OMol25 dataset. Energies are from wB97M-V/def2-TZVPD.

The calculation puts the energy at -112884.6129 eV. For the frontier orbital gap, the calculation gives 7.1 eV. For the highest occupied orbital energy, the calculation gives -3.151 eV. The energy above the lowest of the compared OMol25 structures with the same formula, charge and spin comes out at 304.54 kJ/mol.

Geometry as ORCA input:
```
! RIJCOSX wB97M-V def2-TZVPD def2/J DEFGRID3
* xyz -2 1
O 2.8723 3.9456 -3.8796
H -2.2537 -3.9585 2.8870
O -2.1845 0.8906 -0.3257
C 1.5986 0.3252 -2.4159
H 2.0593 -1.2519 -3.7903
C -0.6335 -3.2722 0.6619
C -2.8833 -0.4952 1.4354
H 2.5990 -1.4543 -2.0935
O -0.0210 -2.5803 -0.1843
N 0.8861 0.7526 -1.3919
C -3.1194 0.7263 0.4884
O 3.1964 -0.9241 -0.1496
H 1.2474 4.6016 -1.3008
C -3.7175 -0.9220 2.4477
H 0.9068 -1.6544 -2.4690
N -1.8513 -1.2304 1.0374
H -4.5530 -0.3187 2.7608
H 2.7955 1.3673 -3.8206
O -4.1958 1.2986 0.5733
Ir -0.0458 -0.2098 0.3223
C -1.6572 -2.4585 1.5005
Se 3.0460 -0.2410 1.2927
C -2.4391 -2.9596 2.5238
O 0.0210 2.1379 0.8120
O -0.6046 -4.4832 0.8371
C -3.4491 -2.1538 3.0484
O 1.4286 -0.4554 1.8017
O 3.9750 -0.9579 2.3819
C 1.0234 2.1047 -1.3063
O 1.7972 4.8834 -2.1727
O 0.5029 4.0896 -0.1485
H -3.9110 -3.4099 4.4175
C 1.8139 2.5238 -2.3546
C 1.7976 -1.0959 -2.7467
N 2.1651 1.3746 -3.0338
C 0.4591 2.8382 -0.1144
O -4.2228 -2.5543 4.0979
O 3.3358 1.3279 1.2253
C 2.2158 3.8535 -2.8550
*
```

(5)
Here is C13H8N2O5SeV as an isolated structure in a non-equilibrium geometry from the OMol25 dataset. Energies are from wB97M-V/def2-TZVPD.

The calculation puts the energy at -117843.6741 eV. For the frontier orbital gap (alpha / beta), the calculation gives 4.9 / 5.3 eV. For the highest occupied orbital energy (alpha / beta), the calculation gives -15.198 / -15.194 eV. The energy above the lowest of the compared OMol25 structures with the same formula, charge and spin comes out at 102.09 kJ/mol. As for the expectation value of S²: 3.78.

Geometry as ORCA input:
```
! RIJCOSX wB97M-V def2-TZVPD def2/J DEFGRID3
* xyz 2 4
V 0.5287 0.2277 -0.6468
H 4.1488 5.7549 5.7844
C 3.1792 2.5884 3.7825
C 1.6243 -0.7911 0.5155
C 4.4273 3.6240 5.5513
O -1.4150 2.5746 -0.1663
C 3.8651 4.8706 5.2101
H 2.3962 5.4678 1.0711
C 2.6397 3.8270 3.4556
C 4.0875 2.4630 4.8339
C -0.8656 -1.1032 -0.8894
C 1.5721 4.8175 1.4007
O 1.3304 0.0648 -3.6047
H 4.5036 1.4858 5.0702
C -1.4731 -0.1109 3.9283
N 2.0694 3.6969 2.1783
C 2.3159 2.4601 1.6681
H 1.0335 4.4170 0.5325
H 0.8905 5.3980 2.0287
O -1.7033 -1.8930 -1.0565
H 2.5024 5.9372 3.8355
O 2.3135 -1.4291 1.2213
Se 2.2048 2.1034 -0.1887
C 1.1008 0.1940 -2.4589
H 3.1377 0.7628 2.6143
C 2.9629 4.9954 4.1419
O -2.3265 -0.8434 4.1671
H 5.1356 3.5834 6.3835
C -0.6887 1.6705 -0.3116
N 2.8972 1.7449 2.6842
*
```

(6)
Here is C13H8N4O4S2Ti as an isolated structure in a non-equilibrium geometry from the OMol25 dataset. Energies are from wB97M-V/def2-TZVPD.

The calculation puts the energy at -72549.1879 eV. For the frontier orbital gap (alpha / beta), the calculation gives 7.1 / 8.1 eV. For the highest occupied orbital energy (alpha / beta), the calculation gives -7.202 / -8.532 eV. The energy above the lowest of the compared OMol25 structures with the same formula, charge and spin comes out at 0.00 kJ/mol. As for the expectation value of S²: 2.01.

Geometry as ORCA input:
```
! RIJCOSX wB97M-V def2-TZVPD def2/J DEFGRID3
* xyz 0 3
N 3.1665 0.1180 -0.3845
Ti -0.0723 -0.0700 0.2157
H 5.2626 0.1640 -0.0130
O 4.2866 0.0520 4.0696
H 0.5652 7.1244 0.1320
C -0.0711 3.3414 -0.1263
C 4.7837 0.1052 2.8419
H 2.0643 3.1030 -0.0677
S -2.6293 3.3385 -0.1815
H 2.4657 5.5441 0.0914
H 3.1059 0.1080 -1.3897
H -1.7575 6.2961 0.0250
O 1.6454 -0.0773 3.8179
H -0.2138 -4.1305 -0.2050
C 0.3763 6.0608 0.0588
O 5.9628 0.1760 2.6116
C 1.2366 3.8017 -0.0581
C -0.9269 5.6015 -0.0036
S -2.4569 0.2494 -0.3964
C 2.4263 0.0561 1.5892
N 0.0543 -3.2070 -0.4932
C 3.8213 0.0920 1.6939
O 0.1512 -0.1366 2.1481
C 1.3282 -0.0559 2.6454
C 1.4528 5.1661 0.0341
N -0.4586 1.9993 -0.2263
C 4.2613 0.1275 0.3883
H 3.2971 0.0174 4.0406
C -1.7720 1.8404 -0.2615
N 2.0498 0.0689 0.3224
C -1.1361 4.2266 -0.0941
C 0.0286 -2.0712 -0.1734
*
```

(7)
Here is one molecule with the formula C13H9BrN2OS in a non-equilibrium geometry from the OMol25 dataset. Energies are from wB97M-V/def2-TZVPD.

The calculation puts the energy at -99532.4257 eV. For the frontier orbital gap, the calculation gives 8.2 eV. For the highest occupied orbital energy, the calculation gives -8.401 eV. As for the SMILES: Cc1cnc2sn(-c3ccc(Br)cc3)c(=O)c2c1. The energy above the lowest of the compared OMol25 structures with the same formula, charge and spin comes out at 0.00 kJ/mol.

Geometry as ORCA input:
```
! RIJCOSX wB97M-V def2-TZVPD def2/J DEFGRID3
* xyz 0 1
H -0.5236 -3.5417 -4.6865
C 0.1964 1.2237 1.8732
H 2.2691 1.3334 2.4505
N 0.5231 0.6025 0.6760
C -0.2769 0.5393 -0.4512
N 1.5779 -2.3713 -1.4841
H -1.3748 -0.2947 -2.9547
H -2.3302 2.5229 3.6824
C -1.3295 2.2266 3.4842
C 0.9842 -2.7375 -2.6204
C -0.5620 -0.9015 -2.5572
H -0.1621 -1.9378 -5.3399
C -0.2754 2.4746 4.3612
H -1.7279 -2.2428 -4.5910
C 1.1464 -1.2596 -0.8742
S 1.7272 -0.5782 0.6364
C -0.6293 -2.4522 -4.5181
H -1.9046 1.4580 1.5522
O -1.2241 1.2405 -0.7207
Br -0.6169 3.1779 6.0828
C -0.0643 -2.0178 -3.1971
C -1.0904 1.6390 2.2328
C 1.2610 1.5288 2.7676
H 1.4358 -3.5860 -3.1282
C 1.0358 2.1322 4.0005
H 1.8465 2.3488 4.6882
C 0.0887 -0.5272 -1.3647
*
```

(8)
Here is C13H9ClN5O2Pd as an isolated structure in a non-equilibrium geometry from the OMol25 dataset. Energies are from wB97M-V/def2-TZVPD.

The calculation puts the energy at -41138.6711 eV. For the frontier orbital gap (alpha / beta), the calculation gives 6.6 / 4.6 eV. For the highest occupied orbital energy (alpha / beta), the calculation gives -18.088 / -19.721 eV. As for the expectation value of S²: 6.06.

Geometry as ORCA input:
```
! RIJCOSX wB97M-V def2-TZVPD def2/J DEFGRID3
* xyz 3 5
C 1.7557 -2.7818 -2.8735
N 0.4727 3.8137 1.1973
Pd -0.0688 -0.1550 0.5604
N -3.5164 0.5523 3.7630
H 0.9152 1.0118 -3.3242
C 0.8372 2.6628 0.5379
O 1.1912 0.3408 -1.0180
C 1.4206 -1.9838 -1.7811
N -1.2734 0.0539 2.2446
C -1.6451 1.3122 2.5952
H 1.7272 -3.9172 -2.7989
N -0.5035 3.5811 2.0854
C 1.5583 -0.7856 -4.2541
C 1.9328 -2.1749 -4.1510
C 1.2514 -2.5047 -0.4484
H 1.6851 2.5643 -0.0853
C -0.7376 2.2934 2.0254
H -3.9406 -1.4771 3.7903
Cl 2.7674 -2.8582 -5.4113
C -2.0037 -0.9601 2.7097
H 0.8245 4.7468 1.0784
H 1.9403 -3.4070 -0.1863
C 1.1343 -0.0201 -3.2040
N 0.0349 1.7521 1.0120
C 1.1656 -0.5811 -1.9500
H 1.6564 -0.3800 -5.2603
O 0.3264 -2.1174 0.3525
H -1.8026 -1.9689 2.4255
C -2.7792 1.5405 3.3688
H -3.1120 2.5573 3.5894
C -3.2142 -0.7102 3.4104
*
```

(9)
Here is C13H9N2O7S as an isolated structure in a non-equilibrium geometry from the OMol25 dataset. Energies are from wB97M-V/def2-TZVPD.

The calculation puts the energy at -41756.8635 eV. For the frontier orbital gap, the calculation gives 4.8 eV. For the highest occupied orbital energy, the calculation gives -11.703 eV.

Geometry as ORCA input:
```
! RIJCOSX wB97M-V def2-TZVPD def2/J DEFGRID3
* xyz 1 1
C -1.9794 1.0729 1.4294
H 5.1056 -0.0690 -2.8699
O -3.7102 -2.8920 2.0081
N -2.9554 -5.2092 2.3481
H 3.0790 4.5073 -2.4343
C -1.7550 -0.3912 1.4287
C 0.3317 1.4192 0.6868
O 5.3781 1.5612 -4.8709
O -5.9473 -4.0962 1.4942
H -1.0294 3.0043 1.0404
H -5.3087 -3.2926 3.7685
C -0.5814 -0.9133 1.0841
C 3.3972 2.5762 -1.4524
C 3.5316 3.5335 -2.5737
N -7.1253 -4.7876 2.0740
O 1.6255 -0.5225 0.3738
H -2.5962 -1.0028 1.7223
S -5.3237 -2.9131 2.4318
C -3.3339 -4.2157 2.0043
H 1.1744 2.0366 0.3927
C 4.1769 3.2022 -3.6895
O 2.8055 2.8774 -0.4326
H 4.2851 3.8878 -4.5204
C 4.6535 0.9050 -2.7317
H 3.8982 0.5529 -0.7843
O -6.8463 -5.3776 3.0038
C 0.5562 -0.0457 0.6861
C 4.7893 1.8619 -3.8558
C 4.0079 1.2375 -1.6161
O -3.0570 1.5372 1.7445
H -0.3998 -1.9817 1.0771
C -0.8469 1.9373 1.0331
*
```